{
  "formula": "H37O19",
  "method": "wB97M-V/def2-TZVPD",
  "total_energy_ev": -39504.607,
  "largest_force_ha_per_bohr": 0.0653,
  "relative_energy_kcal_mol": 84.7,
  "e_homo_ev": -7.22,
  "homo_lumo_gap_ev": 9.50,
  "charge": -1,
  "species": ["O", "H", "H", "H", "O", "H", "H", "O", "H", "O", "H", "H", "H", "O", "O", "H", "O", "H", "H", "O", "H", "H", "H", "O", "H", "H", "O", "H", "H", "H", "H", "O", "O", "H", "O", "O", "O", "H", "H", "H", "H", "H", "O", "H", "H", "H", "H", "H", "O", "O", "H", "H", "H", "O", "H", "H"],
  "positions_angstrom": [[-1.47, 2.61, -0.32], [-0.49, 4.23, 0.17], [-0.40, 3.17, -2.52], [0.45, -2.18, -2.45], [-3.57, 0.85, 2.15], [-0.79, 2.51, -0.97], [3.86, -0.93, -1.57], [4.45, -0.39, -1.05], [0.68, -0.25, -3.90], [-1.15, 0.13, 3.78], [-1.73, -0.45, 4.33], [1.38, 1.00, -3.47], [3.20, -2.33, 0.73], [-1.74, -0.50, -2.69], [-2.98, -2.84, 3.05], [-0.72, -0.99, -2.48], [-0.79, 2.90, -3.34], [-3.68, -0.11, 2.02], [1.66, -3.91, -1.02], [1.03, 1.37, -0.98], [2.04, -2.92, 1.35], [4.03, 0.82, 0.74], [0.85, 2.66, 3.17], [2.33, -3.23, -1.29], [2.70, 1.79, 1.06], [-3.30, 1.17, 1.30], [-1.64, -0.09, -0.04], [-1.44, -0.28, -0.98], [1.84, -2.42, -1.17], [-4.08, -2.70, 0.27], [-1.75, -3.33, -1.11], [3.57, 1.49, 1.26], [-4.35, -1.79, 0.14], [0.08, 1.32, 3.15], [1.25, 0.50, -4.28], [0.59, 1.96, 3.76], [1.39, 0.20, 1.28], [4.78, 0.39, -1.47], [1.54, 0.53, -1.08], [-2.37, -3.49, 2.71], [1.90, -0.63, 1.35], [-0.05, 2.57, -3.87], [0.31, 4.60, 0.61], [-1.54, 1.68, 0.05], [1.76, 0.59, 2.10], [-1.67, 0.96, 3.75], [-0.84, -2.03, -1.19], [-3.55, -1.59, -0.41], [2.98, -2.78, 1.55], [0.44, -1.36, -1.97], [-0.01, 4.78, 1.52], [1.49, 1.62, -0.16], [-1.72, 0.03, -3.49], [-1.17, -2.79, -0.58], [-0.65, 0.09, 0.19], [-2.93, -2.23, 2.30]],
  "nbo_charge": [-1.00, 0.50, 0.46, 0.45, -0.96, 0.47, 0.50, -0.98, 0.50, -0.97, 0.49, 0.47, 0.47, -1.10, -0.94, 0.47, -0.93, 0.48, 0.48, -0.97, 0.47, 0.51, 0.46, -0.98, 0.47, 0.48, -1.00, 0.51, 0.49, 0.46, 0.45, -0.98, -0.95, 0.50, -0.97, -0.96, -0.98, 0.49, 0.49, 0.46, 0.48, 0.47, -0.98, 0.50, 0.49, 0.49, 0.50, 0.49, -0.93, -1.17, 0.46, 0.47, 0.47, -1.01, 0.49, 0.48]
}